{"formula": "C35H86Br2N2NbO26S8", "method": "the ωB97M-V functional and the def2-TZVPD basis", "homo_lumo_gap_ha": 0.23499, "total_charge": -1, "total_energy_ha": -11841.23470, "relative_energy_kj_mol": 0.0, "lumo_energy_ha": 0.04520, "symbols": ["C", "C", "O", "N", "C", "C", "C", "C", "C", "Nb", "N", "C", "O", "C", "Br", "C", "C", "Br", "H", "H", "H", "H", "H", "H", "H", "H", "H", "H", "H", "H", "H", "H", "H", "H", "H", "H", "H", "H", "H", "H", "O", "S", "O", "O", "C", "C", "C", "H", "H", "H", "H", "H", "H", "H", "H", "O", "S", "O", "O", "C", "C", "C", "H", "H", "H", "H", "H", "H", "H", "H", "O", "S", "O", "O", "C", "C", "C", "H", "H", "H", "H", "H", "H", "H", "H", "O", "S", "O", "O", "C", "C", "C", "H", "H", "H", "H", "H", "H", "H", "H", "O", "S", "O", "O", "C", "C", "C", "H", "H", "H", "H", "H", "H", "H", "H", "O", "S", "O", "O", "C", "C", "C", "H", "H", "H", "H", "H", "H", "H", "H", "O", "S", "O", "O", "C", "C", "C", "H", "H", "H", "H", "H", "H", "H", "H", "O", "S", "O", "O", "C", "C", "C", "H", "H", "H", "H", "H", "H", "H", "H"], "coordinates": [[0.58, 1.42, 2.34], [0.23, 0.02, 2.82], [-0.65, -0.12, 3.66], [0.93, -1.04, 2.30], [1.39, -0.87, 0.93], [0.26, -2.33, 2.50], [-1.09, -2.46, 1.75], [-2.24, -2.74, 2.69], [-3.58, -3.09, 2.00], [-4.21, -1.82, 0.27], [-4.78, -0.74, -1.50], [-4.11, 0.25, -1.65], [-3.53, 1.27, -1.92], [-5.70, -0.60, 1.57], [-5.12, -0.41, 3.45], [-7.18, -1.05, 1.41], [-8.08, -0.87, 2.61], [-7.95, 0.09, -0.03], [0.30, 1.59, 1.31], [1.64, 1.58, 2.52], [0.01, 2.11, 2.94], [0.57, -0.77, 0.22], [2.02, -1.71, 0.67], [2.00, 0.02, 0.82], [0.10, -2.52, 3.55], [0.92, -3.07, 2.06], [-1.06, -3.27, 1.03], [-1.22, -1.54, 1.19], [-1.95, -3.61, 3.27], [-2.42, -1.94, 3.40], [-3.48, -4.12, 1.62], [-4.34, -3.14, 2.77], [-5.56, -3.04, -0.06], [-3.05, -2.80, -0.76], [-3.00, -0.49, 0.62], [-5.65, 0.40, 1.16], [-7.22, -2.06, 1.05], [-9.07, -1.25, 2.35], [-8.18, 0.18, 2.82], [-7.74, -1.43, 3.47], [-3.43, -7.62, -3.02], [-3.00, -7.05, -4.25], [-1.68, -6.49, -4.38], [-4.07, -5.98, -4.73], [-4.45, -4.92, -3.81], [-3.41, -3.83, -3.69], [-3.25, -8.20, -5.56], [-4.69, -5.35, -2.83], [-5.37, -4.51, -4.22], [-2.51, -4.20, -3.20], [-3.81, -3.01, -3.09], [-3.13, -3.46, -4.67], [-4.26, -8.59, -5.49], [-2.52, -9.00, -5.44], [-3.09, -7.69, -6.51], [-6.28, 5.84, -1.78], [-6.79, 4.62, -1.23], [-8.00, 4.04, -1.75], [-6.96, 4.83, 0.35], [-7.73, 5.96, 0.78], [-9.22, 5.75, 0.63], [-5.53, 3.40, -1.18], [-7.39, 6.86, 0.25], [-7.48, 6.10, 1.83], [-9.50, 5.69, -0.42], [-9.77, 6.58, 1.08], [-9.53, 4.82, 1.10], [-4.63, 3.83, -0.75], [-5.34, 3.08, -2.20], [-5.88, 2.55, -0.59], [-0.90, -7.72, -9.15], [-0.61, -9.11, -8.96], [-0.93, -9.76, -7.73], [0.92, -9.37, -9.30], [1.91, -8.56, -8.63], [2.13, -9.00, -7.19], [-1.30, -10.03, -10.29], [1.62, -7.51, -8.68], [2.82, -8.68, -9.20], [1.25, -8.81, -6.58], [2.96, -8.45, -6.76], [2.34, -10.06, -7.14], [-1.03, -9.55, -11.23], [-2.38, -10.02, -10.16], [-0.93, -11.05, -10.24], [-8.28, 1.97, 4.43], [-7.43, 2.98, 4.98], [-6.49, 2.65, 6.01], [-8.34, 4.19, 5.48], [-9.42, 3.87, 6.38], [-8.95, 3.61, 7.79], [-6.60, 3.83, 3.69], [-9.99, 3.03, 5.98], [-10.08, 4.74, 6.36], [-8.36, 2.70, 7.85], [-9.80, 3.50, 8.46], [-8.32, 4.43, 8.14], [-7.32, 4.10, 2.93], [-5.86, 3.14, 3.28], [-6.11, 4.71, 4.10], [-0.70, -2.64, -12.84], [-2.08, -2.77, -12.47], [-2.65, -1.89, -11.50], [-2.36, -4.27, -12.06], [-1.52, -4.87, -11.05], [-1.88, -4.42, -9.65], [-3.08, -2.74, -13.92], [-0.47, -4.68, -11.28], [-1.68, -5.95, -11.14], [-1.65, -3.36, -9.50], [-1.31, -4.99, -8.92], [-2.94, -4.56, -9.46], [-2.67, -3.43, -14.64], [-3.06, -1.72, -14.30], [-4.10, -3.02, -13.64], [4.58, 4.07, 0.63], [4.91, 2.68, 0.63], [4.48, 1.82, 1.68], [6.48, 2.52, 0.42], [7.34, 3.23, 1.33], [7.44, 2.57, 2.69], [4.41, 1.97, -0.91], [7.01, 4.27, 1.42], [8.32, 3.24, 0.86], [6.49, 2.62, 3.23], [8.19, 3.07, 3.30], [7.70, 1.52, 2.59], [4.77, 2.60, -1.72], [3.33, 1.93, -0.91], [4.83, 0.97, -0.98], [8.15, 5.03, 4.37], [8.95, 6.10, 4.88], [9.96, 5.83, 5.87], [8.00, 7.25, 5.41], [6.97, 6.90, 6.35], [7.51, 6.68, 7.75], [9.68, 6.99, 3.55], [6.43, 6.02, 6.00], [6.27, 7.74, 6.35], [8.15, 5.80, 7.80], [6.69, 6.54, 8.46], [8.12, 7.53, 8.07], [8.90, 7.22, 2.82], [10.44, 6.35, 3.11], [10.13, 7.90, 3.94], [13.54, 2.11, 8.19], [13.93, 3.16, 9.09], [13.13, 3.48, 10.23], [14.19, 4.48, 8.24], [13.14, 4.94, 7.36], [12.00, 5.62, 8.09], [15.59, 2.91, 9.61], [12.78, 4.11, 6.75], [13.62, 5.65, 6.69], [11.45, 4.91, 8.71], [11.31, 6.06, 7.37], [12.38, 6.40, 8.75], [16.21, 2.71, 8.74], [15.59, 2.06, 10.28], [15.93, 3.80, 10.13]]}

***

{"formula": "C14H15AuOS", "method": "the ωB97M-V functional and the def2-TZVPD basis", "homo_lumo_gap_ha": 0.31186, "total_charge": 0, "total_energy_ha": -1151.50616, "lumo_energy_ha": 0.00947, "symbols": ["Au", "O", "S", "C", "C", "C", "C", "C", "C", "C", "C", "C", "C", "C", "C", "C", "C", "H", "H", "H", "H", "H", "H", "H", "H", "H", "H", "H", "H", "H", "H", "H"], "coordinates": [[1.60, 2.40, -2.18], [1.01, 1.26, -0.83], [1.42, 1.53, 0.62], [-0.15, 2.40, 1.08], [-1.46, 1.69, 0.74], [-2.30, 1.25, 1.78], [-3.50, 0.59, 1.49], [-3.88, 0.38, 0.16], [-3.06, 0.83, -0.88], [-1.86, 1.48, -0.59], [1.03, -0.16, 1.24], [1.56, -1.23, 0.32], [2.93, -1.33, 0.05], [3.42, -2.32, -0.80], [2.54, -3.24, -1.38], [1.17, -3.16, -1.12], [0.68, -2.16, -0.27], [-0.16, 3.40, 0.62], [-0.09, 2.56, 2.18], [-2.02, 1.40, 2.81], [-4.14, 0.25, 2.29], [-4.81, -0.12, -0.06], [-3.36, 0.67, -1.91], [-1.25, 1.83, -1.42], [-0.06, -0.30, 1.38], [1.51, -0.28, 2.23], [3.63, -0.62, 0.50], [4.48, -2.39, -1.00], [2.91, -4.01, -2.04], [0.49, -3.86, -1.57], [-0.39, -2.11, -0.08], [2.11, 3.38, -3.35]]}

***

{"formula": "C5H14NS2", "method": "the ωB97M-V functional and the def2-TZVPD basis", "homo_lumo_gap_ha": 0.15916, "total_charge": 1, "total_energy_ha": -1049.46336, "relative_energy_kj_mol": 914.6, "lumo_energy_ha": -0.32378, "symbols": ["N", "C", "C", "C", "S", "S", "C", "C", "H", "H", "H", "H", "H", "H", "H", "H", "H", "H", "H", "H", "H", "H"], "coordinates": [[-2.53, -0.15, 1.30], [-1.38, -0.54, 0.59], [-1.22, -2.13, 0.53], [-1.23, 0.08, -0.80], [-1.27, 1.91, -0.72], [1.81, -0.98, 0.05], [2.16, 0.57, -0.91], [3.49, 1.17, -0.40], [-3.07, 0.71, 0.78], [-3.07, 1.49, 0.23], [-2.20, 0.16, 2.21], [-0.43, -0.15, 1.06], [-0.63, -2.28, 1.45], [-2.20, -2.60, 0.51], [-0.43, -2.36, -0.23], [-0.26, -0.03, -1.30], [-2.07, -0.25, -1.43], [1.98, 0.51, -1.98], [1.34, 1.13, -0.42], [3.51, 0.84, 0.62], [4.32, 0.69, -0.86], [3.39, 2.21, -0.28]]}

***

{"formula": "C5H12O", "method": "the ωB97M-V functional and the def2-TZVPD basis", "homo_lumo_gap_ha": 0.39445, "total_charge": 0, "total_energy_ha": -272.90266, "relative_energy_kj_mol": 120.8, "lumo_energy_ha": 0.03642, "smiles": "CC[C@@H](C)C=O.[H][H]", "symbols": ["C", "C", "C", "C", "C", "O", "H", "H", "H", "H", "H", "H", "H", "H", "H", "H", "H", "H"], "coordinates": [[-1.59, -1.09, 0.52], [-0.77, 0.14, 0.91], [0.24, 0.58, -0.14], [0.88, 1.93, 0.19], [1.39, -0.40, -0.30], [1.64, -1.31, 0.44], [-0.95, -1.97, 0.41], [-2.12, -0.93, -0.43], [-2.34, -1.31, 1.28], [-1.45, 0.98, 1.11], [-0.24, -0.06, 1.85], [-0.25, 0.65, -1.13], [1.38, 1.89, 1.16], [1.62, 2.23, -0.57], [0.11, 2.72, 0.23], [2.06, -0.18, -1.17], [0.01, -1.73, -2.46], [0.29, -2.14, -1.92]]}

***

{"formula": "C2H5NOS", "method": "the ωB97M-V functional and the def2-TZVPD basis", "homo_lumo_gap_ha": 0.33759, "total_charge": 0, "total_energy_ha": -607.35453, "relative_energy_kj_mol": 137.3, "lumo_energy_ha": 0.01120, "smiles": "[H]/N=C(/C)SO", "symbols": ["H", "N", "C", "C", "S", "O", "H", "H", "H", "H"], "coordinates": [[-0.66, -1.89, 0.02], [0.25, -1.43, 0.03], [0.25, -0.18, 0.03], [1.50, 0.63, 0.01], [-1.22, 0.83, 0.02], [-2.33, -0.43, -0.03], [1.72, 0.92, -1.01], [1.37, 1.54, 0.61], [2.32, 0.04, 0.40], [-3.21, -0.04, -0.07]]}